(1)
25
Properties=species:S:1:pos:R:3:forces:R:3:mulliken_charge:R:1 method="wB97M-V/def2-TZVPD" homo_energy_ev=-8.2 gap_ev=8.99 charge=0 e_tot_ha=-1000.78275 largest_force_ev_per_a=1.53
N -0.88181 -0.89580 3.69038 1.2961 -0.5659 0.5867 -0.4953
C -1.95411 -0.43848 3.25182 -0.7931 0.3814 -0.0348 -0.1043
C -2.12100 -0.06757 1.82509 0.4538 0.2273 -0.0911 -0.8346
Si -0.53457 0.46753 0.93516 0.1100 -0.3689 -0.7177 0.4220
O -0.37732 2.12491 0.78660 -0.3531 -0.3247 0.9332 -0.1876
Si -0.97508 3.09801 2.00110 -0.0004 0.3902 -0.7175 0.4726
H -0.96860 -1.13658 4.67329 0.0783 -0.0463 0.0972 0.2403
H -2.81702 -0.34005 3.89935 -0.4695 0.1501 0.1354 0.4184
H -2.94177 0.62190 1.71178 -0.2998 0.3483 -0.1686 0.3726
H -2.42968 -0.97667 1.32853 -0.1491 -0.3898 -0.4143 0.3656
H 0.63128 -0.15576 1.56978 0.0998 0.2161 0.0914 -0.0706
H -0.61161 -0.07038 -0.44186 -0.0759 0.1229 -0.0333 -0.1891
H -0.54862 4.48201 1.72612 0.1302 -0.0347 0.0926 -0.1648
H -2.45238 3.08751 1.91807 -0.0165 -0.0619 0.1782 -0.1437
H -0.52437 2.64494 3.33015 0.0038 -0.0529 0.0324 -0.1071
N 1.18957 -0.40330 -3.29827 0.0016 0.0021 -0.0288 0.0133
C 2.30551 -0.38465 -2.50894 -0.0311 0.0489 0.0321 -0.5054
C 2.96547 -1.57037 -2.68691 0.0130 -0.0143 -0.0097 -0.3850
C 2.21770 -2.33367 -3.62442 0.0020 -0.0199 0.0051 -0.3832
C 1.12797 -1.58633 -3.98208 -0.0271 0.0296 0.0067 -0.5045
H 0.51615 0.33730 -3.36190 -0.0006 -0.0036 0.0166 0.2016
H 2.53139 0.46664 -1.89028 0.0141 -0.0041 0.0185 0.4103
H 3.88119 -1.85957 -2.19995 0.0111 -0.0026 0.0025 0.3970
H 2.45281 -3.31814 -3.99185 0.0040 -0.0096 -0.0041 0.3857
H 0.31891 -1.79343 -4.66073 -0.0016 -0.0175 -0.0088 0.3760

(2)
104
Properties=species:S:1:pos:R:3:forces:R:3:mulliken_charge:R:1 method="wB97M-V/def2-TZVPD" homo_energy_ev=-10.7 gap_ev=8.00 charge=+1 e_tot_ha=-3083.09150 largest_force_ev_per_a=3.33
C 4.26370 1.50849 1.74723 -0.9546 -0.3720 -0.3489 -1.0995
Si 3.34678 2.33327 0.29651 3.1288 0.8740 -0.7099 0.7900
C 3.91655 1.68403 -1.41354 -0.4277 -0.2605 0.8070 -1.2031
C 3.83979 4.17224 0.33257 -0.5711 -0.5463 0.2466 -1.1772
N 1.51835 2.09000 0.34328 -0.3290 0.5572 1.1005 -0.0234
C 0.94136 3.31246 1.01039 -0.6700 0.4167 0.9238 -0.4785
C -0.53437 3.12608 1.50209 -0.2363 0.5050 -0.5042 -1.0060
N -1.25115 2.00184 0.92798 1.1883 0.0154 0.6663 -0.0124
C -0.50107 0.75150 0.89300 0.0590 -0.2044 -0.4845 -1.1016
C 1.02989 0.89939 1.13303 -0.0705 -0.9468 -1.4338 -0.4774
P 1.76028 -0.70021 0.41734 -1.7390 -2.6199 0.2115 0.4129
O 0.80295 -1.86267 0.53458 0.9726 1.6417 -0.0868 -0.5274
H 3.60744 1.25708 2.59153 0.2612 0.1248 -0.0309 0.3235
H 4.70857 0.56794 1.40188 0.0249 0.1855 0.1227 0.3566
H 5.05918 2.17049 2.10150 -0.1850 -0.0244 -0.1176 0.3916
H 4.59066 0.82533 -1.28825 -0.2522 0.0962 -0.0745 0.3614
H 4.48219 2.45840 -1.94022 -0.2769 -0.0164 0.0646 0.3712
H 3.05499 1.36738 -2.01644 0.3545 0.0899 -0.1475 0.3679
H 3.27547 4.74421 -0.41181 0.2007 0.1099 0.2111 0.1954
H 3.76015 4.60944 1.33699 -0.2039 0.0229 -0.3032 0.3813
H 4.90723 4.22459 0.07595 -0.2448 -0.2058 -0.1130 0.3681
H 1.19622 2.04542 -0.62526 -0.2621 -0.2054 0.0993 0.6183
H 1.55960 3.49343 1.90236 0.0072 0.0413 -0.3627 0.4315
H 1.01018 4.18643 0.35963 0.2273 -0.3425 -0.1295 0.3892
H -1.07263 4.02954 1.19021 0.0803 -0.1662 0.1983 0.4351
H -0.56037 3.14066 2.59809 0.0400 -0.3650 -0.1730 0.2872
H -1.67476 2.22256 0.04592 -0.1429 -0.0144 -0.1109 0.3091
H -0.86456 -0.00970 1.59163 -0.0148 0.1872 -0.0145 0.2758
H -0.62063 0.32525 -0.11775 -0.0845 -0.1166 0.3441 0.4901
H 1.30343 0.97744 2.18864 0.0324 0.3240 -0.2021 0.5994
H 2.01351 -0.49655 -0.96773 0.3261 0.6542 0.4375 0.0575
H 2.97899 -1.01658 1.06845 -0.0128 0.6560 -0.2644 0.0393
F 2.65968 4.88138 -2.77919 -0.0287 -0.1353 0.0974 -0.2170
C 2.49151 6.12145 -3.30917 -0.0813 0.6203 -0.2835 0.5418
C 3.32208 6.53410 -4.33325 0.1559 -0.2539 -0.0056 -0.4837
C 3.14625 7.79956 -4.87601 -0.1869 0.0269 0.1792 -0.3733
C 2.15207 8.63648 -4.38304 0.0171 0.0090 -0.0231 -0.5690
C 1.32884 8.20745 -3.35025 0.1520 -0.0437 -0.1228 -0.4428
C 1.49467 6.93882 -2.81092 -0.0437 -0.2100 0.1887 -0.3270
H 4.09544 5.87072 -4.69874 -0.0274 -0.0084 0.0048 0.4001
H 3.78454 8.13286 -5.68281 0.0181 -0.0289 0.0139 0.3694
H 2.01977 9.62360 -4.80539 -0.0031 -0.0158 0.0105 0.3791
H 0.55756 8.86018 -2.96431 -0.0093 -0.0310 0.0047 0.3683
H 0.85646 6.58393 -2.01094 0.0079 0.0073 -0.0126 0.3453
F 0.73107 -6.05856 -5.27831 0.0157 -0.0269 -0.0634 -0.3133
C 0.45966 -5.43593 -4.11966 -0.0959 0.1972 0.3858 0.2762
C -0.21584 -4.22956 -4.14354 -0.0468 0.1034 -0.1890 -0.3496
C -0.49946 -3.58975 -2.94379 0.1770 -0.2261 0.0799 -0.4600
C -0.09772 -4.15594 -1.73933 -0.0703 0.0728 0.0819 -0.4645
C 0.58401 -5.36667 -1.73391 -0.0804 0.1326 -0.1934 -0.4646
C 0.86147 -6.01550 -2.93003 0.1088 -0.1511 -0.0001 -0.3617
H -0.51437 -3.80128 -5.09172 0.0030 -0.0563 -0.0100 0.4102
H -1.03470 -2.64877 -2.94836 -0.0209 -0.0129 -0.0289 0.4073
H -0.31579 -3.65279 -0.80688 0.0391 -0.0093 -0.0128 0.4743
H 0.90015 -5.80609 -0.79714 -0.0160 -0.0248 -0.0139 0.4181
H 1.38396 -6.96311 -2.94504 -0.0041 0.0137 -0.0441 0.4156
F -0.49081 -3.49738 7.40152 -0.0171 -0.0160 0.0674 -0.3159
C -0.21897 -3.06599 6.16144 0.0985 0.1251 -0.4132 0.2456
C 1.00864 -3.36200 5.59671 0.1527 -0.1216 0.0953 -0.4735
C 1.28613 -2.91822 4.31089 -0.1962 0.1350 0.0245 -0.5920
C 0.34043 -2.17800 3.60868 0.0947 0.2660 -0.0543 0.0056
C -0.88689 -1.88573 4.19461 0.2507 -0.0915 0.0651 -0.6543
C -1.17311 -2.33574 5.47669 -0.2009 0.0640 0.0712 -0.4998
H 1.73478 -3.93376 6.16064 -0.0394 -0.0165 0.0056 0.5115
H 2.24030 -3.15135 3.85572 0.0061 -0.0482 0.0518 0.5013
H 0.56490 -1.83096 2.60090 -0.2037 -0.3127 0.3349 0.2958
H -1.62534 -1.30794 3.65188 -0.0462 -0.0395 0.0239 0.4653
H -2.12609 -2.12616 5.94496 0.0295 -0.0241 0.0312 0.4338
F -3.62117 1.80883 -0.54699 -0.0609 0.0155 -0.2226 -0.3232
C -4.74785 1.32185 0.03776 -0.5791 -0.2432 0.3267 0.4032
C -4.65231 0.70037 1.26874 0.2917 0.0059 0.0361 -0.0754
C -5.80418 0.20692 1.86628 -0.1146 0.0758 -0.2114 -0.4755
C -7.02973 0.33294 1.22300 -0.0012 -0.0004 0.0264 -0.5602
C -7.10580 0.95711 -0.01574 0.1361 -0.0623 0.2036 -0.4537
C -5.95828 1.46056 -0.61220 0.1567 0.1833 -0.2389 -0.5679
H -3.68680 0.60684 1.74969 -0.0022 0.0504 -0.0163 0.4347
H -5.74600 -0.27578 2.83259 0.0301 -0.0060 -0.0129 0.3742
H -7.92561 -0.05603 1.68864 0.0130 0.0061 -0.0123 0.3800
H -8.05843 1.05157 -0.51859 0.0312 0.0091 -0.0347 0.3932
H -5.99888 1.95637 -1.57327 0.0165 -0.0353 -0.0005 0.4179
F -7.13250 0.14138 -3.22818 -0.0369 -0.0337 0.0704 -0.2894
C -6.81976 0.64425 -4.43742 0.1092 0.1772 -0.4700 0.3274
C -5.56009 0.41271 -4.95870 0.1318 -0.1021 0.1401 -0.3418
C -5.24014 0.92826 -6.20769 -0.2320 0.1056 0.0279 -0.3535
C -6.17659 1.67441 -6.91327 0.0389 0.0090 -0.0351 -0.5038
C -7.43622 1.90154 -6.37294 0.1946 -0.1013 0.0517 -0.3639
C -7.76441 1.37982 -5.12885 -0.1650 0.0281 0.1227 -0.4456
H -4.84266 -0.16548 -4.39045 -0.0498 -0.0245 0.0116 0.4749
H -4.26090 0.74779 -6.63078 0.0005 -0.0125 0.0224 0.3540
H -5.92376 2.07795 -7.88504 -0.0131 -0.0098 0.0132 0.3722
H -8.16398 2.48507 -6.92060 -0.0187 -0.0225 0.0171 0.3631
H -8.74339 1.53888 -4.69567 0.0206 -0.0184 0.0204 0.4125
F 4.38363 -4.57557 4.04713 -0.0170 0.1160 -0.0542 -0.3023
C 4.51551 -5.75456 4.69443 0.0513 -0.5205 0.2809 0.2996
C 3.93947 -6.88889 4.15370 -0.1054 0.0889 -0.2030 -0.3355
C 4.07899 -8.09972 4.81834 0.1229 0.1397 0.1700 -0.3990
C 4.78190 -8.15920 6.01579 -0.0085 -0.0376 -0.0020 -0.4621
C 5.35060 -7.00878 6.54758 -0.1199 -0.0780 -0.1732 -0.3754
C 5.22218 -5.79725 5.88162 0.0498 0.2372 0.0283 -0.3828
H 3.38923 -6.82065 3.22400 0.0212 0.0238 0.0062 0.4470
H 3.63925 -8.99631 4.40278 -0.0173 0.0248 -0.0150 0.3635
H 4.88588 -9.10345 6.53387 0.0009 0.0186 -0.0052 0.3763
H 5.89437 -7.05444 7.48154 0.0121 0.0258 -0.0160 0.3679
H 5.66516 -4.89182 6.27618 -0.0215 0.0030 -0.0211 0.4011